[1]
C8H10BN3O2S | wB97M-V/def2-TZVPD

Output
Relative energy (zero: lowest compared OMol25 entry of this formula, charge and spin): 30.5 kJ/mol
E_LUMO: -0.032 eV
E_HOMO: -8.10 eV

Cartesian coordinates (Å):
B (2.14567, 1.72900, -0.82288)
C (-3.54785, -1.52983, 1.14437)
C (0.18610, -0.25565, 0.64063)
C (-4.42178, -1.23402, 2.10811)
C (-2.21978, -0.08466, 2.43706)
C (-2.27232, -0.82266, 1.25341)
C (-1.10442, -0.70613, 0.39754)
C (2.64590, -0.51433, -2.13548)
C (2.21714, 0.03048, -0.82215)
N (-1.13378, -1.22251, -0.84738)
N (-0.01284, -1.03150, -1.43338)
N (0.84401, -0.44030, -0.59045)
O (3.35707, 2.31735, -1.10376)
O (0.94996, 2.35299, -0.75225)
S (-3.73133, -0.22742, 3.34589)
H (-3.74667, -1.91356, 0.15411)
H (0.66479, 0.42231, 1.27439)
H (-5.41040, -1.58106, 2.32057)
H (-1.42977, 0.46972, 2.85660)
H (3.58165, -0.98881, -2.09972)
H (2.83046, 0.35959, -2.91685)
H (2.04957, -1.27155, -2.46042)
H (2.92574, -0.31464, 0.13598)
H (3.69457, 3.20505, -0.99551)
H (0.93827, 3.25217, -1.08845)

Forces on atoms 1 to 2 (eV/Å):
B 1.185 -1.247 -0.764
C 1.771 1.264 -2.314

=====

[2]
C8H10BiN2S | wB97M-V/def2-TZVPD

Output
Relative energy (zero: lowest compared OMol25 entry of this formula, charge and spin): 20.7 kJ/mol
E_LUMO (spin up / spin down): 2.469 / 2.421 eV
Net charge: -1
E_HOMO (spin up / spin down): -3.47 / -2.58 eV

Cartesian coordinates (Å):
C (1.88760, 0.50122, -1.42815)
C (1.79250, -0.90734, -1.49516)
C (1.62752, -1.41097, -0.17410)
C (1.57851, -0.32469, 0.72693)
C (1.82793, 0.87802, -0.03240)
Bi (-0.66960, 1.30697, -0.25865)
N (0.80577, 3.17906, 1.31203)
C (-2.04946, 0.14071, -1.47193)
C (-1.43412, -1.16223, -1.49389)
H (1.55352, -2.46334, 0.10200)
H (1.87338, -1.50158, -2.40699)
H (1.47474, -0.36436, 1.81313)
H (2.13655, 1.84532, 0.37699)
H (2.06754, 1.20319, -2.24177)
H (-0.80643, -1.49119, -2.32216)
H (-2.91196, 0.21614, -0.78428)
H (0.96711, 3.91834, 2.02034)
H (-1.92470, -1.94374, -0.92180)
H (-2.18887, 0.72743, -2.39485)
S (-1.40307, 0.95101, 2.24656)
C (-1.80307, -0.67528, 2.23963)
N (-2.12406, -1.81464, 2.28148)

Forces on atoms 1 to 2 (eV/Å):
C 0.132 -0.762 0.216
C 0.407 0.508 0.372

=====

[3]
C8H10Cl | wB97M-V/def2-TZVPD

Output
Relative energy (zero: lowest compared OMol25 entry of this formula, charge and spin): 0.0 kJ/mol
Expectation value of S²: 0.755
E_LUMO (spin up / spin down): 0.974 / -3.524 eV
Spin multiplicity: 2
E_HOMO (spin up / spin down): -9.34 / -9.29 eV

Cartesian coordinates (Å):
Cl (1.53619, 0.51735, 1.99037)
H (-3.54306, -0.33704, 0.44180)
C (-3.45338, -0.84841, -0.53494)
C (-4.35645, -0.19440, -1.59489)
C (-1.98207, -0.73277, -0.84057)
C (-1.31201, -1.68509, -1.62373)
C (0.07069, -1.55144, -1.80830)
C (0.75753, -0.48599, -1.23188)
C (0.06199, 0.48598, -0.50334)
C (-1.30566, 0.35379, -0.28414)
H (-3.76790, -1.88873, -0.42875)
H (-5.43824, -0.32032, -1.42545)
H (-4.15390, 0.88717, -1.67533)
H (-4.14789, -0.63461, -2.57905)
H (-1.88407, -2.53500, -2.02062)
H (0.58646, -2.29838, -2.40732)
H (1.83909, -0.39432, -1.29311)
H (0.55994, 1.31059, -0.00431)
H (-1.83814, 1.05917, 0.37037)

Forces on atoms 1 to 2 (eV/Å):
Cl -0.066 -0.115 -0.042
H -0.536 -0.393 -0.362

=====

[4]
C8H10Cl2N4 | wB97M-V/def2-TZVPD

Output
Relative energy (zero: lowest compared OMol25 entry of this formula, charge and spin): 178.3 kJ/mol
E_LUMO: -0.407 eV
E_HOMO: -8.32 eV

Cartesian coordinates (Å):
C (1.63397, 1.01953, 1.86906)
C (0.92526, -3.47892, 1.74088)
C (1.87490, -2.50673, 1.92899)
C (-1.30615, -2.63124, 1.97900)
C (1.46773, -0.29080, 1.30978)
C (1.03714, 1.64213, -1.07034)
C (-1.08395, 1.11671, 0.02883)
C (0.12270, 0.47170, -0.69748)
N (1.60689, 2.04822, 2.40531)
N (-0.39673, -3.41060, 1.64074)
N (1.90535, -1.19864, 2.09865)
N (0.91130, -0.51024, 0.06569)
Cl (3.46196, -3.10419, 1.95115)
Cl (-1.10755, -1.39842, 3.20988)
H (1.16351, -4.62452, 1.56398)
H (-2.25014, -2.71183, 1.64737)
H (0.96695, 2.45805, -0.21142)
H (2.14030, 1.25052, -0.97990)
H (0.67155, 2.09790, -2.02777)
H (-1.04692, 1.28782, 1.10331)
H (-1.94423, 0.47978, -0.01733)
H (-1.35213, 2.03951, -0.31451)
H (0.00246, -0.16542, -1.59159)
H (1.30545, -1.34498, -0.30825)

Forces on atoms 1 to 2 (eV/Å):
C -0.768 2.215 0.842
C 1.667 -2.250 0.220

=====

[5]
C8H10Cl2S | wB97M-V/def2-TZVPD

Output
Relative energy (zero: lowest compared OMol25 entry of this formula, charge and spin): 0.0 kJ/mol
E_LUMO: 0.813 eV
E_HOMO: -8.42 eV

Cartesian coordinates (Å):
S (1.50033, 1.97091, -0.16608)
C (0.30296, 1.36046, -1.36417)
C (0.34202, 2.50602, 1.10425)
H (0.85770, 0.98088, -2.23869)
H (-0.37681, 2.16179, -1.69945)
H (-0.30179, 0.53777, -0.94695)
H (-0.33842, 3.28761, 0.72645)
H (-0.26340, 1.66358, 1.47895)
H (0.92388, 2.92195, 1.94391)
Cl (-1.80249, -0.34156, 2.54346)
Cl (1.36145, -2.55695, -2.34981)
C (0.46970, -0.89833, 1.18135)
C (-1.61804, -1.50494, 0.10609)
C (1.17696, -1.39354, 0.08754)
C (-0.91079, -2.00016, -0.98773)
C (-0.92304, -0.95736, 1.18327)
C (0.48195, -1.94114, -0.98965)
H (1.00043, -0.46351, 2.03860)
H (-2.71522, -1.54312, 0.12491)
H (2.27412, -1.35536, 0.06872)
H (-1.44150, -2.43498, -1.84498)

Forces on atoms 1 to 2 (eV/Å):
S -0.107 0.185 -0.066
C -0.334 -0.126 -0.367

=====

[6]
C8H10Cl3N4O6RuS2Se | wB97M-V/def2-TZVPD

Output
Expectation value of S²: 6.021
E_LUMO (spin up / spin down): -4.400 / -5.801 eV
Net charge: +1
Spin multiplicity: 5
E_HOMO (spin up / spin down): -11.55 / -12.64 eV

Cartesian coordinates (Å):
Ru (0.68583, 0.20177, -0.06556)
N (2.72901, 1.40588, 0.47101)
N (2.60851, 2.19526, 1.61166)
C (1.66861, 1.93252, 2.50878)
N (1.67290, 2.63374, 3.63714)
S (0.45988, 0.72632, 2.29648)
H (3.38107, 0.63321, 0.64820)
H (2.98611, 1.96885, -0.33039)
H (3.33434, 2.86520, 1.81521)
H (2.35580, 3.34789, 3.83040)
H (0.95675, 2.46619, 4.32225)
S (-0.82831, -1.58066, -0.64972)
C (-2.48081, -1.09281, -1.01134)
N (-2.75540, -0.35496, -2.09712)
C (-4.00092, -0.02469, -2.47346)
C (-5.07600, -0.44111, -1.73684)
C (-4.83610, -1.20241, -0.59819)
C (-3.54185, -1.53271, -0.23351)
H (-1.94471, 0.00337, -2.65670)
H (-4.08150, 0.56985, -3.37117)
H (-6.07837, -0.18279, -2.04811)
H (-5.66683, -1.53834, 0.01100)
H (-3.33358, -2.13101, 0.64249)
O (-0.31316, 1.69219, -0.69208)
Se (0.30497, 1.74964, -2.36484)
O (0.74959, 3.22883, -2.76902)
O (1.55712, 0.69210, -1.98175)
O (-0.82689, 1.03805, -3.28286)
Cl (1.41994, -4.14924, 1.10899)
C (2.97670, -3.32215, 0.99933)
Cl (3.96134, -3.74222, 2.38422)
Cl (3.80148, -3.78351, -0.50564)
C (2.79993, -1.78822, 0.92406)
O (3.61081, -1.06411, 1.44695)
O (1.74375, -1.41994, 0.21014)

Forces on atoms 1 to 2 (eV/Å):
Ru 0.126 -0.881 -0.014
N -0.002 -0.038 -0.028